{"formula": "C6H5BrClNO", "method": "ωB97M-V/def2-TZVPD", "elements": ["O", "C", "C", "C", "C", "C", "N", "C", "Cl", "Br", "H", "H", "H", "H", "H"], "xyz": [[-1.7457, -2.8415, -0.2685], [-0.7981, -2.4155, 0.3471], [-0.4362, -0.9612, 0.4338], [-1.2694, -0.0680, -0.1615], [-1.0033, 1.3781, -0.1882], [0.1426, 2.1004, -0.0377], [1.4236, 1.6016, 0.2506], [2.0341, 0.6367, -0.2801], [1.6025, -0.2990, -1.6394], [3.5512, 0.1220, 0.6358], [-0.1724, -3.1538, 0.9368], [0.5402, -0.7620, 0.7898], [-2.0015, -0.6104, -0.7070], [-1.8346, 2.0332, -0.2499], [-0.0330, 3.2392, 0.1385]], "atomic_forces_ev_per_a": [[0.051, 0.120, -0.083], [0.125, -0.260, 0.572], [-1.346, -0.543, -1.137], [2.791, -0.415, 0.991], [0.791, 0.047, -0.011], [-0.826, 0.544, 0.597], [-0.708, 0.020, -0.684], [-0.832, 1.529, 0.641], [0.205, 0.029, -0.497], [1.125, -0.654, 0.160], [-0.181, 0.712, -0.410], [0.360, 0.342, 0.977], [-1.437, 0.468, -0.317], [-0.964, 0.256, -0.231], [0.847, -2.195, -0.568]], "total_energy_ev": -92402.798, "de_lowest_ev": 0.330, "mol_weight_g_mol": 222.47, "homo_energy_ev": -9.076}